Density functional theory data (the ωB97M-V functional and the def2-TZVPD basis) for C5H8O2 as an isolated structure in a non-equilibrium geometry.

E_LUMO ... 0.50 eV
F_max ... 3.182 eV Å⁻¹
2S+1 ... 1
E ... -345.5424 Ha

Atoms and positions in Å:
O -2.33643 -0.31223 -0.62168
O 0.72369 0.75270 -0.59293
C -1.11164 -1.05348 -0.54803
C -1.72620 0.89051 -0.11634
C 2.16443 -0.26528 0.14700
C 0.58242 0.28481 1.06002
C -0.40334 0.16212 0.01971
H -1.72563 1.70445 -0.85110
H 1.96861 -1.31073 -0.04396
H -0.76640 -1.39165 -1.53242
H 0.53317 1.25410 1.57744
H 2.79620 0.14406 -0.63687
H 2.66092 -0.13728 1.10318
H -1.19138 -1.91842 0.12099
H -2.18409 1.24467 0.81568

=====

Density functional theory data (the ωB97M-V functional and the def2-TZVPD basis) for a 2-piece molecular cluster, C14H32BBrClFO8PS overall in a non-equilibrium geometry.

Total charge ... -1
E_LUMO ... 1.88 eV
F_max ... 8.216 eV Å⁻¹
2S+1 ... 1
E ... -5052.9100 Ha

Atoms and positions in Å:
Br -2.57222 0.88603 -1.60401
Cl 1.96757 2.46442 -3.37810
S 3.65312 3.21461 3.61324
P -1.83282 -1.26634 -1.76476
F -3.32429 -1.89178 -1.00812
O 2.27864 3.39810 3.19747
O -1.03189 -0.98958 -0.28461
O 4.31373 1.92999 3.54144
O 3.83531 3.81323 5.11910
O 0.23537 -3.29752 -1.16580
O -1.12757 -0.60845 -6.10417
O -2.90905 1.05684 -6.27899
O 0.05970 0.25757 2.55801
C 2.02832 0.64240 -2.88501
C 3.39512 1.95326 6.61820
C -3.31828 -0.60883 -4.38271
C -0.20285 -0.72623 -2.68001
C 2.98141 3.33581 6.14923
C 4.66327 4.40966 2.77448
C -2.16423 1.60409 2.13536
C -2.08819 -4.45585 -1.82684
C -1.72610 -0.75335 0.91238
C -1.94854 -5.57633 -0.59573
C -2.64425 -1.65467 -3.41496
C 0.76834 0.26432 -1.84207
C -2.39227 -0.01457 -5.64904
C -0.98234 0.59148 1.58802
B -1.19232 -3.10755 -1.60664
H -3.26336 -4.26738 -1.91524
H -0.46853 1.17546 0.68228
H -2.84911 -0.49790 0.96782
H 4.72639 4.11816 1.72390
H -2.09970 -5.07948 0.47224
H 4.19882 5.39259 2.86388
H -1.78022 2.49326 2.78974
H -1.81368 -4.98403 -2.86195
H 1.33144 -0.21491 -0.92150
H 0.31468 1.34305 -1.59734
H 0.36961 -1.64135 -3.16489
H 0.72634 -3.89270 -1.80174
H 2.10574 -0.08616 -3.79551
H -1.82471 -2.23847 -4.06441
H 1.93593 3.34749 5.82291
H -2.93004 0.90234 2.71964
H 4.45910 1.93304 6.87453
H 3.07628 0.54102 -2.32347
H -3.46316 -2.50303 -3.20165
H -2.76011 -6.42029 -0.67562
H -0.45665 0.14573 -5.93364
H 2.81176 1.64983 7.49186
H 0.74400 1.00058 2.46049
H -0.87002 -6.05002 -0.62202
H -3.92677 0.30109 -4.01082
H 3.06666 4.03650 6.98598
H -0.58149 -0.08860 -3.60821
H -2.78465 1.95744 1.17708
H 3.23788 1.20780 5.83300
H -4.12592 -1.23611 -5.01813
H -1.48856 -1.62215 1.69434
H 5.65933 4.40641 3.22109

=====

Q: Among the records above, which one has the highest E_LUMO?
A: C14H32BBrClFO8PS

=====

Q: What is the formula in the first record?
A: C5H8O2

=====

Q: What is the formula in the second record?
A: C14H32BBrClFO8PS

=====

Copy entry 2 word for word.
Density functional theory data (the ωB97M-V functional and the def2-TZVPD basis) for a 2-piece molecular cluster, C14H32BBrClFO8PS overall in a non-equilibrium geometry.

Total charge ... -1
E_LUMO ... 1.88 eV
F_max ... 8.216 eV Å⁻¹
2S+1 ... 1
E ... -5052.9100 Ha

Atoms and positions in Å:
Br -2.57222 0.88603 -1.60401
Cl 1.96757 2.46442 -3.37810
S 3.65312 3.21461 3.61324
P -1.83282 -1.26634 -1.76476
F -3.32429 -1.89178 -1.00812
O 2.27864 3.39810 3.19747
O -1.03189 -0.98958 -0.28461
O 4.31373 1.92999 3.54144
O 3.83531 3.81323 5.11910
O 0.23537 -3.29752 -1.16580
O -1.12757 -0.60845 -6.10417
O -2.90905 1.05684 -6.27899
O 0.05970 0.25757 2.55801
C 2.02832 0.64240 -2.88501
C 3.39512 1.95326 6.61820
C -3.31828 -0.60883 -4.38271
C -0.20285 -0.72623 -2.68001
C 2.98141 3.33581 6.14923
C 4.66327 4.40966 2.77448
C -2.16423 1.60409 2.13536
C -2.08819 -4.45585 -1.82684
C -1.72610 -0.75335 0.91238
C -1.94854 -5.57633 -0.59573
C -2.64425 -1.65467 -3.41496
C 0.76834 0.26432 -1.84207
C -2.39227 -0.01457 -5.64904
C -0.98234 0.59148 1.58802
B -1.19232 -3.10755 -1.60664
H -3.26336 -4.26738 -1.91524
H -0.46853 1.17546 0.68228
H -2.84911 -0.49790 0.96782
H 4.72639 4.11816 1.72390
H -2.09970 -5.07948 0.47224
H 4.19882 5.39259 2.86388
H -1.78022 2.49326 2.78974
H -1.81368 -4.98403 -2.86195
H 1.33144 -0.21491 -0.92150
H 0.31468 1.34305 -1.59734
H 0.36961 -1.64135 -3.16489
H 0.72634 -3.89270 -1.80174
H 2.10574 -0.08616 -3.79551
H -1.82471 -2.23847 -4.06441
H 1.93593 3.34749 5.82291
H -2.93004 0.90234 2.71964
H 4.45910 1.93304 6.87453
H 3.07628 0.54102 -2.32347
H -3.46316 -2.50303 -3.20165
H -2.76011 -6.42029 -0.67562
H -0.45665 0.14573 -5.93364
H 2.81176 1.64983 7.49186
H 0.74400 1.00058 2.46049
H -0.87002 -6.05002 -0.62202
H -3.92677 0.30109 -4.01082
H 3.06666 4.03650 6.98598
H -0.58149 -0.08860 -3.60821
H -2.78465 1.95744 1.17708
H 3.23788 1.20780 5.83300
H -4.12592 -1.23611 -5.01813
H -1.48856 -1.62215 1.69434
H 5.65933 4.40641 3.22109